Entry 1:
Below is a structure of composition C35H42ClN3O4P2Ti, with properties calculated with wB97M-V/def2-TZVPD.

## Properties
LUMO (alpha / beta) in hartree: 0.00090 / -0.00523
Gap between HOMO and LUMO (alpha / beta) in eV: 6.38 / 7.19
Energy relative to the best compared isomer or geometry (same formula, charge and spin) in kJ/mol: 3.9
Charge: 0
Multiplicity: 3
Expectation value of S²: 2.01

```
88
Properties=species:S:1:pos:R:3:mulliken_charge:R:1
Ti -0.03823 0.31900 0.31263 -1.029
C -0.13518 -4.00274 3.33409 -1.696
C -0.10939 -2.49222 3.11376 0.531
C -1.51193 -1.92039 3.31551 -1.399
P 0.60077 -1.87259 1.51685 1.564
C 2.44191 -1.91538 1.73794 0.637
C 3.06099 -3.11932 2.44041 -1.539
C 3.10601 -1.68139 0.38143 -1.644
C 0.25957 -3.02441 0.15497 -0.126
C 0.68961 -4.35476 0.15915 -0.451
C 0.63279 -5.14682 -0.97069 -1.217
C 0.17270 -4.57725 -2.15282 -0.887
C -0.26714 -3.27020 -2.18413 -0.606
C -0.28375 -2.46550 -1.02808 -0.393
N -0.70130 -1.12828 -1.06177 1.378
C -1.70487 -0.75114 -1.96896 -0.423
C -2.76541 -1.60201 -2.32915 -0.164
C -3.76542 -1.18775 -3.18870 -0.860
C -3.75884 0.09274 -3.72764 -0.959
C -2.74556 0.95768 -3.35429 -0.764
C -1.73764 0.57139 -2.47249 0.010
P -0.49631 1.71091 -1.79413 1.479
C 0.87702 1.78751 -3.03139 0.478
C 0.42989 1.67466 -4.48597 -1.606
C 1.90538 0.70432 -2.70013 -1.362
C -1.21984 3.41544 -1.70846 0.547
C -2.57398 3.39172 -0.99780 -1.350
C -1.28092 4.25875 -2.98128 -1.570
H -0.51690 -4.21752 4.33471 0.482
H 0.84422 -4.46873 3.24643 0.318
H -0.80374 -4.48140 2.61599 0.339
H 0.55345 -2.03189 3.85710 0.564
H -2.19446 -2.26748 2.53540 0.304
H -1.50944 -0.83020 3.30222 0.044
H -1.91691 -2.24795 4.27539 0.569
H 2.62124 -1.02832 2.35637 0.490
H 2.91379 -4.03764 1.86943 0.249
H 2.66603 -3.26799 3.44565 0.378
H 4.13890 -2.96810 2.53362 0.481
H 3.00810 -2.56270 -0.25501 0.307
H 4.16841 -1.47212 0.51868 0.516
H 2.67558 -0.83111 -0.15207 0.240
H 1.09449 -4.77313 1.06939 0.285
H 0.97145 -6.17361 -0.94241 0.445
H 0.16617 -5.15685 -3.06807 0.407
H -0.59561 -2.84993 -3.12442 0.523
H -2.80704 -2.60171 -1.91845 0.533
H -4.56315 -1.87705 -3.43888 0.429
H -4.53404 0.41284 -4.41065 0.471
H -2.73895 1.96399 -3.75225 0.203
H 1.34308 2.76447 -2.85832 0.754
H -0.01055 0.69257 -4.66881 0.285
H 1.29161 1.78242 -5.14860 0.485
H -0.30775 2.42442 -4.76877 0.325
H 1.45387 -0.29056 -2.75053 0.088
H 2.32270 0.84692 -1.70162 0.169
H 2.72894 0.73384 -3.41691 0.583
H -0.50506 3.90515 -1.03598 0.431
H -3.37118 3.09454 -1.67987 0.274
H -2.81008 4.38676 -0.61517 0.538
H -2.59055 2.69341 -0.15931 0.171
H -1.99314 3.85989 -3.70454 0.233
H -0.31147 4.34448 -3.47162 0.394
H -1.61021 5.26949 -2.72906 0.474
O 1.77464 4.00427 4.41622 -0.581
C 0.49797 3.76398 4.63994 0.471
O -0.09320 4.21329 5.58948 -0.608
C -0.20788 2.90332 3.63969 0.139
C -1.55526 2.58549 3.67656 -0.153
Cl -2.70863 2.94459 4.86495 -0.125
N -1.83875 1.79332 2.60175 -0.030
N -0.71078 1.55190 1.91244 1.423
C 0.26983 2.22783 2.49820 -0.561
C 1.62396 2.15398 1.84195 0.910
O 2.55324 2.82732 2.29393 -0.883
O 1.65853 1.37184 0.83986 -0.451
C -3.08058 1.37711 2.02331 -0.713
C -3.10517 0.27436 1.17607 1.060
C -4.29079 -0.08698 0.55138 -1.322
C -5.45049 0.63879 0.76714 -0.733
C -5.41091 1.75207 1.59170 -0.943
C -4.23102 2.13290 2.21163 -0.401
H 2.11825 3.55612 3.58380 0.411
H -2.23900 -0.33294 0.92481 0.919
H -4.28194 -0.93178 -0.12396 0.514
H -6.37250 0.35406 0.27840 0.444
H -6.29791 2.35187 1.74649 0.394
H -4.21262 3.02735 2.81251 0.457
```


Entry 2:
Below is a structure of composition C35H42IrO2S4Sb2 in a non-equilibrium geometry, with properties calculated with wB97M-V/def2-TZVPD.

## Properties
LUMO (alpha / beta) in hartree: -0.43744 / -0.46544
Gap between HOMO and LUMO (alpha / beta) in eV: 5.49 / 4.67
Energy relative to the best compared isomer or geometry (same formula, charge and spin) in kJ/mol: 286.9
Charge: +4
Multiplicity: 2
Expectation value of S²: 0.77

```
86
Properties=species:S:1:pos:R:3:mulliken_charge:R:1
Ir 1.12640 -1.01922 2.31563 1.008
C 2.09329 0.38966 5.22177 -1.040
C 3.06053 -0.75267 5.06045 -0.527
S 3.35123 -1.02718 3.29732 0.086
C 3.75260 -2.78562 3.26252 -0.460
C 3.61542 -3.27117 1.84341 -0.855
S 2.00819 -2.96255 1.06547 0.071
C 0.96868 -4.34081 1.60433 -0.945
C 0.48502 -4.28304 3.02809 -0.635
S -0.39001 -2.72892 3.30900 0.039
C -0.09156 -2.48914 5.07017 -0.577
C -0.36816 -1.04711 5.40848 -0.874
S 0.50838 0.16828 4.38288 0.117
H 2.49333 1.30841 4.78990 0.415
H 1.88653 0.57801 6.27550 0.533
H 2.72099 -1.68112 5.51366 0.287
H 4.01618 -0.48264 5.51291 0.545
H 3.11126 -3.31026 3.96751 0.123
H 4.78945 -2.90307 3.58463 0.560
H 3.81851 -4.34212 1.77680 0.512
H 4.32291 -2.75568 1.19129 0.435
H 1.53348 -5.25781 1.43144 0.540
H 0.13134 -4.32206 0.90655 0.420
H 1.28775 -4.38277 3.75522 0.313
H -0.22147 -5.09613 3.20070 0.545
H 0.92390 -2.79642 5.30740 0.165
H -0.78137 -3.13649 5.61370 0.574
H -0.11586 -0.83457 6.44726 0.545
H -1.42223 -0.80988 5.26360 0.409
C -2.53883 2.43923 -1.33355 -1.061
C -2.81612 1.72043 -2.65502 -0.665
C -1.63897 1.59139 -3.63169 -1.405
Sb -0.28805 -0.06622 -3.30421 0.905
C 1.48153 0.69149 -4.17262 0.277
C 2.70885 0.15283 -3.78115 -0.632
C 3.88366 0.66256 -4.32375 -0.573
C 3.82914 1.68784 -5.25964 -0.517
C 2.60814 2.23371 -5.63851 -0.754
C 1.42463 1.72812 -5.11000 -0.140
C -1.02565 -1.17529 -5.02534 0.221
C -0.16515 -1.47490 -6.12560 -0.103
C -0.67128 -2.14607 -7.32142 -0.583
C -1.97762 -2.51537 -7.38320 -0.452
C -2.82801 -2.24492 -6.28430 -0.423
C -2.33676 -1.56525 -5.09480 -0.319
Sb -1.48034 1.83191 0.48738 1.246
C -2.91229 0.83950 1.65562 0.643
C -3.54737 1.42700 2.74839 -0.652
C -4.54345 0.71201 3.40318 -0.614
C -4.89285 -0.55888 2.96626 -0.664
C -4.24975 -1.13262 1.87057 -0.606
C -3.25346 -0.43463 1.20127 -0.525
C -0.30167 3.48229 0.94999 0.860
C -0.48218 4.19965 2.13214 -0.504
C 0.24412 5.36913 2.29748 -0.706
C 1.12424 5.79270 1.30695 -0.594
C 1.30852 5.04390 0.14640 -0.665
C 0.58520 3.87864 -0.05017 -0.621
H -3.47854 2.62534 -0.79781 0.672
H -2.03031 3.38541 -1.53141 0.605
H -3.55608 2.36372 -3.14096 0.460
H -3.31265 0.76290 -2.48510 0.275
H -1.04518 2.50730 -3.63378 0.622
H -1.99955 1.39838 -4.64163 0.655
H 2.74601 -0.64974 -3.05128 0.396
H 4.84088 0.25224 -4.02602 0.416
H 4.74087 2.04609 -5.71837 0.428
H 2.57370 3.04688 -6.35221 0.431
H 0.47897 2.14515 -5.44089 0.395
H 0.88548 -1.19360 -6.09097 0.459
H 0.00016 -2.35321 -8.14514 0.439
H -2.36352 -3.01108 -8.26273 0.460
H -3.87187 -2.53769 -6.32876 0.431
H -3.02796 -1.36786 -4.28613 0.386
H -3.29719 2.42737 3.08003 0.408
H -5.05809 1.16078 4.24541 0.482
H -5.68124 -1.10234 3.47292 0.472
H -4.54193 -2.11728 1.52347 0.472
H -2.75221 -0.87838 0.34987 0.483
H -1.17785 3.87930 2.89709 0.329
H 0.10555 5.96068 3.19433 0.455
H 1.66733 6.71939 1.43619 0.434
H 1.99836 5.38294 -0.61720 0.456
H 0.71419 3.30481 -0.96154 0.588
O 0.88788 -0.16748 0.30814 -0.667
O -0.30820 0.21391 0.92625 -0.141
```


Q: Look up the multiplicity of the second one.
A: 2


Q: Among the records above, which one has the lowest multiplicity?
A: C35H42IrO2S4Sb2


Q: What is the charge in the second record?
A: +4